(1)
This record from OMol25 describes a 3-piece molecular cluster, C2H10N2O3 overall. The level of theory is the ωB97M-V functional and the def2-TZVPD basis.

XYZ file:
```
17
Properties=species:S:1:pos:R:3:forces:R:3
N 1.283802 2.384903 1.605632 -0.04 -0.77 -0.24
C 0.004155 1.751711 1.353614 -0.59 -0.06 0.20
C 0.222492 0.685991 0.293145 0.10 0.33 0.18
N -0.428638 -0.500234 0.542666 -0.82 0.15 -0.23
O 1.023335 0.868184 -0.601237 -0.15 -0.38 0.05
H 1.112224 3.195695 2.142826 0.07 1.02 0.68
H 1.659852 2.677208 0.713947 0.17 -0.02 -0.10
H -0.775306 2.479457 1.088607 -0.03 -0.17 -0.59
H -0.417564 1.263772 2.236514 0.46 0.00 0.18
H -0.395929 -1.213926 -0.162247 0.36 -0.06 -0.40
H -1.395155 -0.388755 0.830652 0.25 0.02 0.47
H 1.153793 -1.539427 -1.771939 0.26 -0.19 -0.52
H 1.976160 -1.074367 -0.672903 0.59 -0.05 -0.17
O 2.016511 -1.733513 -1.384494 -0.66 0.19 0.46
H -2.698795 -3.042519 -1.336977 0.03 -0.39 0.03
H -4.199566 -2.941992 -0.955684 0.19 -0.14 -0.02
O -3.452523 -2.455490 -1.317084 -0.18 0.52 0.01
```
Forces are in eV/Å.

Results
electronic energy: -11359.0199 eV
Kohn-Sham gap: 10.10 eV
LUMO: 0.38 eV
SMILES: NCC(N)=O.O.O
max |F|: 0.024 hartree/bohr
relative energy (zero: lowest compared OMol25 entry of this formula, charge and spin): 97.8 kJ/mol

Löwdin analysis output, partial charges in e:
1 N 0.016
2 C -0.219
3 C -0.512
4 N 0.159
5 O 0.059
6 H 0.053
7 H 0.069
8 H 0.119
9 H 0.110
10 H 0.081
11 H 0.108
12 H 0.017
13 H 0.010
14 O -0.071
15 H 0.024
16 H 0.036
17 O -0.059


(2)
This record from OMol25 describes a 3-piece molecular cluster, C2H10N2O3 overall. The level of theory is the ωB97M-V functional and the def2-TZVPD basis.

XYZ file:
```
17
Properties=species:S:1:pos:R:3:forces:R:3
C 1.403218 0.635921 0.673890 -0.87 -0.21 0.92
N 1.215941 0.142242 -0.724278 0.94 -0.14 0.74
C 0.084466 0.319746 -1.477856 1.52 0.73 -1.59
N 0.330475 0.252833 -2.942387 -0.54 0.34 2.42
O -0.930764 0.679238 -0.952884 -1.53 0.48 -0.16
H 2.442184 0.869659 0.874683 0.54 -0.65 -0.44
H 1.069455 -0.101479 1.512159 0.27 1.29 -1.65
H 1.004282 1.672231 0.878678 -0.52 -1.36 -0.63
H 2.021474 -0.303632 -1.153297 -0.32 0.50 0.11
H 0.732324 -0.635940 -3.144114 0.31 -0.53 -0.58
H -0.472723 0.477834 -3.539555 0.07 -0.46 0.77
H 0.556556 -1.956790 6.321136 -1.56 -0.51 0.42
H -0.667261 -2.646014 7.030676 -0.42 -2.09 2.66
O -0.424251 -2.096986 6.352351 1.99 2.60 -3.09
H -3.163837 1.324623 -3.788484 -0.28 0.44 -0.08
H -2.505851 0.787457 -2.492940 0.01 -0.07 -0.30
O -2.695689 0.579058 -3.427779 0.41 -0.35 0.46
```
Forces are in eV/Å.

Results
electronic energy: -11358.9879 eV
Kohn-Sham gap: 10.40 eV
LUMO: 0.81 eV
SMILES: CNC(N)=O.O.O
max |F|: 0.088 hartree/bohr
relative energy (zero: lowest compared OMol25 entry of this formula, charge and spin): 100.9 kJ/mol

Löwdin analysis output, partial charges in e:
1 C -0.085
2 N -0.007
3 C -0.571
4 N 0.118
5 O 0.055
6 H 0.057
7 H 0.106
8 H 0.094
9 H 0.125
10 H 0.059
11 H 0.062
12 H 0.066
13 H -0.026
14 O -0.040
15 H 0.029
16 H 0.024
17 O -0.066


(3)
This record from OMol25 describes a 2-piece molecular cluster, C2H10N2S2 overall. The level of theory is the ωB97M-V functional and the def2-TZVPD basis.

XYZ file:
```
16
Properties=species:S:1:pos:R:3:forces:R:3
C 1.953863 0.682519 -2.915661 1.33 -0.45 0.94
S 2.792530 0.235351 -1.317427 -0.98 0.45 -0.12
S 1.071893 0.010833 -0.111806 0.97 -0.43 -0.25
H 1.426799 -0.213558 -3.212909 -0.51 0.32 -0.28
H 1.409772 1.605640 -2.768989 -0.46 -0.18 -0.12
H 2.779957 0.878842 -3.599669 -0.04 -0.06 -0.09
H 1.280476 -1.311710 0.104658 -0.31 0.34 -0.08
N -1.938868 -0.719861 1.667149 -0.16 -1.21 0.11
C -3.024297 -0.049648 2.339483 -0.46 1.63 0.05
N -4.375070 -0.189493 1.838444 -0.01 -0.40 0.07
H -1.639657 -0.289154 0.809893 0.00 0.29 -0.09
H -1.153976 -0.836251 2.290167 0.13 0.02 -0.09
H -2.822415 1.038093 2.348167 -0.18 -0.19 0.22
H -3.106259 -0.372839 3.375213 0.50 -0.11 0.06
H -4.507060 0.048672 0.867382 0.18 -0.01 -0.10
H -4.725692 -1.123336 2.008645 0.01 -0.01 -0.24
```
Forces are in eV/Å.

Results
electronic energy: -26886.4321 eV
Kohn-Sham gap: 9.40 eV
LUMO: 0.45 eV
SMILES: CSS.NCN
max |F|: 0.033 hartree/bohr
relative energy (zero: lowest compared OMol25 entry of this formula, charge and spin): 44.0 kJ/mol

Löwdin analysis output, partial charges in e:
1 C -0.460
2 S 0.342
3 S 0.275
4 H 0.019
5 H 0.021
6 H 0.023
7 H -0.188
8 N -0.012
9 C -0.400
10 N -0.012
11 H 0.012
12 H 0.053
13 H 0.104
14 H 0.107
15 H 0.056
16 H 0.059


(4)
This record from OMol25 describes an isolated ion of composition C2H10N3 and charge +1. The level of theory is the ωB97M-V functional and the def2-TZVPD basis.

XYZ file:
```
15
Properties=species:S:1:pos:R:3:forces:R:3
C -0.884856 0.645058 -0.990212 1.02 0.87 -0.19
N -1.953471 -0.243129 -0.723680 -0.52 -0.19 -0.52
H -1.172717 1.688225 -1.118900 -0.49 -0.15 0.15
H -0.244902 0.443949 -1.851166 0.06 -0.38 0.06
H -1.822229 -1.161727 -1.127859 0.25 -0.10 0.10
H -2.809257 0.087659 -1.151300 -0.15 0.21 0.30
N 0.012718 0.644337 0.236200 -0.26 -0.35 0.21
C 0.947951 -0.533994 0.358191 0.61 0.26 0.21
N 1.770642 -0.287293 1.515534 -0.15 -1.00 0.18
H 0.586318 1.471351 0.408817 -0.06 0.19 -0.37
H -0.642474 0.592013 1.015723 -0.05 0.03 0.24
H 1.545696 -0.543118 -0.550606 -0.11 -0.06 -0.10
H 0.335668 -1.427777 0.422318 -0.08 -0.04 -0.04
H 1.572803 -0.977712 2.244176 0.00 0.49 -0.12
H 2.758107 -0.397836 1.312764 -0.08 0.23 -0.11
```
Forces are in eV/Å.

Results
electronic energy: -6700.0733 eV
Kohn-Sham gap: 11.87 eV
LUMO: -2.98 eV
SMILES: NC[NH2+]CN
max |F|: 0.026 hartree/bohr
charge: +1
relative energy (zero: lowest compared OMol25 entry of this formula, charge and spin): 93.2 kJ/mol

Löwdin analysis output, partial charges in e:
1 C -0.214
2 N 0.053
3 H 0.141
4 H 0.134
5 H 0.096
6 H 0.102
7 N 0.046
8 C -0.209
9 N 0.042
10 H 0.175
11 H 0.168
12 H 0.137
13 H 0.134
14 H 0.100
15 H 0.095


(5)
This record from OMol25 describes a 2-piece molecular cluster, C2H10N3 overall. The level of theory is the ωB97M-V functional and the def2-TZVPD basis.

XYZ file:
```
15
Properties=species:S:1:pos:R:3:forces:R:3
C 0.796127 0.856350 0.056930 -0.13 0.01 0.02
C 0.534515 0.076634 -0.992189 0.25 -0.12 0.03
N 1.349444 -0.118935 -2.073889 -0.14 0.37 0.03
N -0.139486 0.863266 1.194571 0.21 0.23 -0.28
H 1.630140 1.534471 0.152412 0.03 -0.06 0.00
H -0.350381 -0.546037 -0.990202 -0.21 0.07 -0.04
H 0.864096 -0.155734 -2.959949 0.16 -0.25 0.02
H 2.181277 0.453258 -2.107717 -0.03 -0.01 -0.09
H -0.567013 1.786349 1.300617 -0.05 -0.12 0.05
H 0.351783 0.653052 2.063815 -0.08 -0.03 0.06
H -0.896725 0.128105 1.078774 0.01 -0.15 0.28
N -1.924684 -1.338578 1.306030 -0.21 -0.07 -0.14
H -1.424871 -2.205501 1.140140 0.16 -0.07 -0.02
H -2.751020 -1.403852 0.716002 0.02 0.12 -0.03
H -2.280286 -1.419966 2.253350 0.01 0.07 0.11
```
Forces are in eV/Å.

Results
electronic energy: -6700.1792 eV
Kohn-Sham gap: 9.93 eV
LUMO: -3.08 eV
max |F|: 0.008 hartree/bohr
charge: +1
relative energy (zero: lowest compared OMol25 entry of this formula, charge and spin): 83.0 kJ/mol

Löwdin analysis output, partial charges in e:
1 C -0.103
2 C -0.193
3 N 0.086
4 N 0.143
5 H 0.121
6 H 0.118
7 H 0.109
8 H 0.106
9 H 0.165
10 H 0.161
11 H 0.082
12 N 0.031
13 H 0.057
14 H 0.060
15 H 0.057


(6)
This record from OMol25 describes a 2-piece molecular cluster, C2H10N3 overall. The level of theory is the ωB97M-V functional and the def2-TZVPD basis.

XYZ file:
```
15
Properties=species:S:1:pos:R:3:forces:R:3
C 0.407977 2.177107 -1.082386 0.00 0.02 -0.66
N 0.718764 0.821525 -1.588378 -0.50 -0.12 0.27
H 1.246880 2.846933 -1.276571 -0.08 0.16 0.39
H -0.440584 2.593720 -1.627315 -0.03 -0.15 0.08
H 0.136576 2.143326 -0.031315 0.21 0.11 0.14
H 1.711755 0.681999 -1.516583 0.39 -0.12 0.06
H 0.532948 0.789012 -2.581569 -0.11 -0.08 -0.08
H -2.060661 -0.850939 0.915690 -0.10 -0.01 -0.23
N 0.419655 -1.334068 0.599105 0.02 -0.59 0.42
C -0.349951 -1.761968 1.568679 0.09 0.68 -1.19
N -1.631065 -1.485362 1.565780 0.40 -0.22 0.81
H 1.333553 -1.746107 0.467090 0.01 0.34 0.14
H 0.052122 -0.744688 -0.149450 0.38 0.21 -0.41
H 0.077085 -2.324828 2.386566 -0.09 -0.26 -0.06
H -2.155053 -1.805662 2.350657 -0.59 0.03 0.33
```
Forces are in eV/Å.

Results
electronic energy: -6700.4261 eV
Kohn-Sham gap: 9.84 eV
LUMO: -3.62 eV
max |F|: 0.027 hartree/bohr
charge: +1
relative energy (zero: lowest compared OMol25 entry of this formula, charge and spin): 59.1 kJ/mol

Löwdin analysis output, partial charges in e:
1 C -0.159
2 N -0.084
3 H 0.076
4 H 0.076
5 H 0.059
6 H 0.060
7 H 0.069
8 H 0.143
9 N 0.189
10 C -0.156
11 N 0.197
12 H 0.141
13 H 0.092
14 H 0.165
15 H 0.131


(7)
This record from OMol25 describes a 2-piece molecular cluster, C2H10N4 overall. The level of theory is the ωB97M-V functional and the def2-TZVPD basis.

XYZ file:
```
16
Properties=species:S:1:pos:R:3:forces:R:3
N 1.206520 1.789614 -0.176135 0.05 -0.55 -0.58
C 1.715750 0.611480 -0.913764 -0.70 0.25 -0.57
N 1.834480 -0.620292 -0.183370 1.06 -0.04 -0.47
H 0.207540 1.750369 -0.306413 -0.37 0.34 0.24
H 1.351475 1.639707 0.811336 0.18 0.09 0.22
H 2.638482 0.858364 -1.439875 0.27 -0.10 0.44
H 1.004694 0.397541 -1.721499 0.05 0.24 0.05
H 0.960540 -0.979871 0.118885 -0.66 -0.14 0.42
H 2.486650 -0.560649 0.578321 0.08 -0.07 0.28
N -1.964445 -1.244631 -0.478137 0.32 0.61 -0.47
C -1.771931 -0.571862 0.728786 -0.80 0.21 1.21
N -2.042894 0.657647 0.886279 0.22 -0.26 -0.43
H -2.891537 -1.592531 -0.619014 -0.28 -0.06 -0.16
H -1.243889 -1.857154 -0.810349 0.05 -0.35 0.26
H -1.580468 -1.144041 1.649717 0.60 -0.36 -0.37
H -1.910962 0.866310 1.875229 -0.08 0.20 -0.06
```
Forces are in eV/Å.

Results
electronic energy: -8195.5653 eV
Kohn-Sham gap: 9.73 eV
LUMO: 0.80 eV
SMILES: [H]/N=C/N.NCN
max |F|: 0.029 hartree/bohr
relative energy (zero: lowest compared OMol25 entry of this formula, charge and spin): 122.6 kJ/mol

Löwdin analysis output, partial charges in e:
1 N -0.005
2 C -0.372
3 N 0.001
4 H 0.025
5 H 0.046
6 H 0.095
7 H 0.103
8 H 0.020
9 H 0.059
10 N 0.041
11 C -0.397
12 N 0.091
13 H 0.075
14 H 0.066
15 H 0.108
16 H 0.043